The following is a quantum chemistry calculation of one molecule with the formula C4H8N2 at a distorted geometry, from the Open Molecules 2025 dataset.

Element x y z (Å)
C1 1.37182 1.27641 0.03291
C2 1.12438 -0.24569 0.05435
C3 2.22932 -1.14575 -0.30960
C4 -0.23875 -0.61872 0.17644
H1 0.68514 1.63496 -0.77142
H2 2.46418 1.41090 -0.14135
H3 1.11729 1.67833 1.01249
H4 -1.08770 1.29330 -0.45793
H5 1.92860 -2.17868 -0.04512
H6 -0.45466 -1.72078 0.58210
H7 -2.78125 -1.02365 -0.72234
H8 -2.57857 -0.51490 0.95475
N1 -1.22104 0.27205 -0.29056
N2 -2.55875 -0.11779 -0.07470

Computed properties:
E_LUMO, eV: -0.35
Energy relative to the best compared isomer or geometry (same formula, charge and spin), kcal per mole: 137.8
2S+1: 1
Total charge: 0
HOMO, eV: -7.8